ORCA calculation (ωB97M-V/def2-TZVPD) on a 2-piece molecular cluster, C5H6O overall at a distorted geometry.

Last column: Mulliken charge in e.
Atoms and positions in Å:
C1 0.8086 -1.2544 -0.7469  -0.927
C2 -0.3259 -0.8656 0.1607  -0.227
C3 0.9965 1.3484 1.3705  0.125
O1 2.0658 1.0413 1.1235  -0.183
C4 -1.1307 0.1488 -0.0400  0.242
C5 -1.6576 1.3419 -0.0419  -0.703
H1 0.6571 -2.2598 -1.1504  0.342
H2 0.9135 -0.5502 -1.5776  0.301
H3 1.7536 -1.2651 -0.1882  0.286
H4 -0.4458 -1.4302 1.0852  0.308
H5 -1.0347 2.0742 0.4664  0.177
H6 -2.6004 1.6707 -0.4612  0.259

Cartesian forces (eV/Å) of the 6 atoms listed first:
C 0.007 -0.066 -0.108
C -0.192 0.095 -0.038
C 1.807 -0.231 -0.068
O -1.386 0.408 0.323
C 0.245 0.066 0.157
C 0.080 -0.078 0.002

* 2S+1: 1
* total energy: -269.2770 a.u.
* energy relative to the best compared isomer or geometry (same formula, charge and spin): 43.4 kcal/mol
* LUMO energy: 1.095 eV